Here is a cluster of 2 separate species, C2H9NSi in total at a distorted geometry from OMol25. Energies are from ωB97M-V with the def2-TZVPD basis set.

## Properties
calculated total energy: -425.66384 a.u.
HOMO energy (alpha / beta): -5.529 / -9.195 eV
multiplicity: 3
Kohn-Sham gap (alpha / beta): 6.71 / 7.28 eV
relative energy (zero: lowest compared OMol25 entry of this formula, charge and spin): 25.9 kcal/mol

Element x y z (Å)
C (-1.5841, 0.8489, 0.4931)
C (2.3348, 0.1776, -0.8021)
N (-0.2964, 0.6999, -0.1450)
Si (0.9681, -0.2809, 0.5404)
H (-1.7207, 1.9503, 0.8102)
H (-2.4062, 0.6134, -0.1551)
H (-1.6463, 0.2315, 1.4933)
H (1.8495, 0.4278, -1.7401)
H (2.8760, 0.8647, -0.1252)
H (2.9073, -0.6589, -1.1054)
H (-0.3757, 0.8254, -1.2400)
H (0.6236, -0.9871, -3.5596)
H (0.6734, -0.7164, -2.8892)

Atoms 1-2, force components in eV/Å:
C 0.1 1.4 2.7
C -0.2 -0.5 1.9

Here is a structure of composition C2HAgMgO2 at a distorted geometry from OMol25. Energies are from ωB97M-V with the def2-TZVPD basis set.

## Properties
calculated total energy: -573.56057 a.u.
HOMO energy (alpha / beta): -16.786 / -16.783 eV
multiplicity: 1
net charge: +2
Kohn-Sham gap (alpha / beta): 4.82 / 4.82 eV

Element x y z (Å)
O (0.3427, 1.9226, -0.3600)
C (1.5940, 2.2575, -0.0849)
Mg (-1.1394, 2.3594, 0.6429)
Ag (0.7122, -0.1226, -0.9685)
H (1.7316, 3.2225, 0.3811)
C (2.5352, 1.3435, -0.2738)
O (3.2920, 0.4621, -0.4609)

Atoms 1-2, force components in eV/Å:
O -3.8 -0.4 -0.3
C 2.8 1.1 1.0

Here is a structure of composition C2HBaO3 at a distorted geometry from OMol25. Energies are from ωB97M-V with the def2-TZVPD basis set.

## Properties
calculated total energy: -327.73082 a.u.
HOMO energy: -11.570 eV
multiplicity: 1
net charge: +1
Kohn-Sham gap: 6.03 eV
relative energy (zero: lowest compared OMol25 entry of this formula, charge and spin): 68.4 kcal/mol

Element x y z (Å)
O (-0.1910, -0.6836, 0.1187)
C (-1.4360, -0.1571, 0.0475)
O (-1.7698, 0.9071, 0.4800)
C (0.9894, -0.0559, -0.3146)
O (0.9650, 1.0537, -0.7993)
Ba (3.5622, -0.1585, 0.8585)
H (-2.1198, -0.9058, -0.3908)

Atoms 1-2, force components in eV/Å:
O 1.0 -0.5 -0.4
C -1.3 0.9 0.2

Here is a cluster of 2 separate species, C2HBr2Cl in total at a distorted geometry from OMol25. Energies are from ωB97M-V with the def2-TZVPD basis set.

## Properties
calculated total energy: -5684.79330 a.u.
HOMO energy (alpha / beta): -8.538 / -8.452 eV
multiplicity: 1
Kohn-Sham gap (alpha / beta): 7.56 / 7.02 eV
relative energy (zero: lowest compared OMol25 entry of this formula, charge and spin): 0.0 kcal/mol

Element x y z (Å)
C (0.6978, 0.4880, 0.7563)
C (-0.6670, -0.8819, -0.5266)
Cl (0.2142, -2.2556, -1.0272)
Br (0.0925, 2.1672, 0.9080)
Br (-1.4998, 0.2043, -1.8450)
H (1.1624, 0.2780, 1.7344)

Atoms 1-2, force components in eV/Å:
C -0.3 -1.7 -1.3
C 1.2 1.4 1.8

Here is a structure of composition C2HBr2ClO at a distorted geometry from OMol25. Energies are from ωB97M-V with the def2-TZVPD basis set.

## Properties
calculated total energy: -5760.10641 a.u.
HOMO energy (alpha / beta): -8.611 / -10.814 eV
multiplicity: 3
Kohn-Sham gap (alpha / beta): 9.08 / 8.43 eV
relative energy (zero: lowest compared OMol25 entry of this formula, charge and spin): 7.3 kcal/mol

Element x y z (Å)
C (-0.1721, -1.4528, -0.0701)
C (-3.0295, -3.2670, 1.1899)
O (0.5266, -1.0237, -0.8753)
Cl (-0.7250, -0.5271, 1.2489)
Br (-1.6651, -3.7997, 2.3849)
Br (-4.2332, -2.1220, 1.8824)
H (-0.4319, -2.5054, -0.1882)

Atoms 1-2, force components in eV/Å:
C -1.0 -2.2 0.7
C 1.1 -0.3 1.3

Here is a structure of composition C2HBr2N2 at a distorted geometry from OMol25. Energies are from ωB97M-V with the def2-TZVPD basis set.

## Properties
calculated total energy: -5333.84139 a.u.
HOMO energy: -14.141 eV
multiplicity: 1
net charge: +1
Kohn-Sham gap: 6.99 eV
relative energy (zero: lowest compared OMol25 entry of this formula, charge and spin): 99.0 kcal/mol

Element x y z (Å)
C (0.4128, 0.3983, -0.2119)
C (2.5597, 0.0191, 0.1451)
N (0.4192, 2.7465, 0.0017)
N (0.3290, 1.6237, -0.0306)
Br (3.0658, -1.6945, 0.1155)
Br (3.5834, 1.4879, 0.0534)
H (-0.1349, -0.4594, 0.1034)

Atoms 1-2, force components in eV/Å:
C 4.2 -3.1 -0.1
C -3.6 0.7 -1.0

Here is an isolated molecule of C2HBr2N3 at a distorted geometry from OMol25. Energies are from ωB97M-V with the def2-TZVPD basis set.

## Properties
calculated total energy: -5388.92154 a.u.
HOMO energy (alpha / beta): -6.054 / -10.343 eV
multiplicity: 3
Kohn-Sham gap (alpha / beta): 6.75 / 7.53 eV
relative energy (zero: lowest compared OMol25 entry of this formula, charge and spin): 1.5 kcal/mol

Element x y z (Å)
C (2.4068, -0.2893, -0.1054)
C (0.7271, -0.2198, -1.4901)
N (2.3126, -0.3317, -1.4295)
N (1.2866, -0.1624, 0.6133)
N (0.3011, -0.0141, -0.2623)
Br (4.0408, -0.5397, 0.7665)
Br (-0.3549, -0.0408, -2.8975)
H (-0.5814, -0.0154, 0.2145)

Atoms 1-2, force components in eV/Å:
C 1.2 -0.5 -3.3
C 3.6 -2.0 -4.1

Here is a cluster of 2 separate species, C2HBr3O2 in total at a distorted geometry from OMol25. Energies are from ωB97M-V with the def2-TZVPD basis set.

## Properties
calculated total energy: -7949.31168 a.u.
HOMO energy: -10.850 eV
multiplicity: 1
Kohn-Sham gap: 9.62 eV
relative energy (zero: lowest compared OMol25 entry of this formula, charge and spin): 4.4 kcal/mol

Element x y z (Å)
C (-1.0016, 0.1319, 1.0688)
C (-0.4341, -1.2808, 1.1056)
O (-1.9832, 0.5060, 0.6011)
O (0.1653, -1.7981, 1.9581)
Br (0.3834, 1.2526, 1.9000)
Br (-1.0168, -2.1324, -0.6148)
Br (2.3136, 1.3007, -2.4647)
H (1.5734, 2.0201, -3.5542)

Atoms 1-2, force components in eV/Å:
C 2.7 0.2 1.3
C -1.2 -0.8 -1.5

Here is a structure of composition C2HBr4F from OMol25. Energies are from ωB97M-V with the def2-TZVPD basis set.

## Properties
calculated total energy: -10472.68365 a.u.
HOMO energy: -9.547 eV
multiplicity: 1
Kohn-Sham gap: 8.09 eV
relative energy (zero: lowest compared OMol25 entry of this formula, charge and spin): 5.5 kcal/mol

Element x y z (Å)
C (-0.3787, -0.0559, 1.3459)
C (0.8022, 0.0171, 0.7420)
F (-0.9413, -1.2195, 1.6668)
Br (-1.3407, -0.9368, -3.1482)
Br (1.8217, -1.4850, 0.2441)
Br (1.5473, 1.7043, 0.3378)
Br (-0.5403, 1.1732, -2.8156)
H (-0.9701, 0.8026, 1.6270)

Atoms 1-2, force components in eV/Å:
C 0.4 0.0 -0.2
C -0.1 0.0 0.0

Here is a structure of composition C2HBr4IS at a distorted geometry from OMol25. Energies are from ωB97M-V with the def2-TZVPD basis set.

## Properties
calculated total energy: -11068.63485 a.u.
HOMO energy (alpha / beta): -8.573 / -8.570 eV
multiplicity: 1
Kohn-Sham gap (alpha / beta): 4.91 / 4.91 eV
relative energy (zero: lowest compared OMol25 entry of this formula, charge and spin): 56.8 kcal/mol

Element x y z (Å)
C (-0.5814, 0.2826, 0.1676)
C (-0.1165, 1.1807, 1.1977)
S (1.2731, 0.9574, 2.1989)
Br (-2.1021, 0.7138, -0.8186)
Br (-1.1460, -1.4990, 1.6550)
Br (-1.2743, 2.5206, 1.9375)
Br (0.7777, 3.0495, -1.3531)
I (2.7475, -0.6087, 1.2779)
H (0.0776, -0.4025, -0.2178)

Atoms 1-2, force components in eV/Å:
C -2.2 0.3 1.9
C 0.6 0.9 0.5